23
Properties=species:S:1:pos:R:3:forces:R:3:mulliken_charge:R:1 method="wB97M-V/def2-TZVPD" lumo_ev=5.4416 e_above_lowest_kcal_mol=119.7 total_charge=-2 max_force_ev_per_a=5.6 e_homo_ev=0.079 gap_ha=0.1971
C -1.1179 1.7500 1.6291 1.2329 -1.9105 -1.4721 -0.02
C -1.0998 2.8950 0.9280 -0.5784 -0.7115 0.8341 -0.84
C -0.6325 0.4205 1.2819 2.0031 -0.1384 -0.7807 -0.88
C -0.6720 3.0388 -0.3986 0.0386 1.1268 -1.3479 0.42
C 0.3381 0.2584 0.2911 -1.4827 1.2080 -1.7272 0.13
C 0.0224 2.2424 -1.1899 -0.0640 -1.0801 1.2178 -0.35
C 0.3372 -2.3048 0.1773 -0.5127 2.0077 1.1524 -0.99
C 1.8881 -0.9416 -1.1940 -0.8544 -5.0949 2.1486 -0.91
N 0.8087 -0.9175 -0.2251 -1.4052 -0.3011 1.6668 0.20
O 1.3768 1.5222 -3.3812 -0.1457 -0.2020 -0.4373 -0.76
O -0.5728 3.3669 -3.4778 0.6390 -1.5517 0.4206 -0.78
O 1.6307 3.9498 -2.5107 0.4162 -0.6366 0.2703 -0.79
P 0.7251 2.7796 -2.8688 -0.0695 1.6593 -0.6600 0.73
H -1.5618 1.6912 2.5478 -1.3389 0.5836 2.4908 0.39
H -1.5986 3.7204 1.3757 -0.2653 0.7595 0.3493 0.26
H -0.7164 -0.4115 2.0193 -0.4520 0.5322 -0.2691 0.07
H -0.9615 3.9845 -0.9478 0.3559 -1.0151 0.4879 0.27
H -0.7030 -2.5504 -0.1451 0.6343 0.4269 -0.1188 0.26
H 1.0517 -2.9309 -0.3065 0.2554 -0.9573 -0.0309 0.48
H 0.3267 -2.4708 1.3054 0.3357 0.2887 -1.2593 0.25
H 1.5112 -1.7701 -1.8769 1.0063 1.3379 -0.2140 0.32
H 1.9523 -0.0089 -1.6043 0.7944 2.3766 -1.4928 0.34
H 2.7712 -1.4401 -0.6246 -0.5431 1.2923 -1.2288 0.20

=====

10
Properties=species:S:1:pos:R:3:forces:R:3:mulliken_charge:R:1 method="wB97M-V/def2-TZVPD" lumo_ev=0.0859 e_above_lowest_kcal_mol=125.8 max_force_ev_per_a=3.3 e_homo_ev=-9.368 gap_ha=0.3474
C -0.0562 0.5367 1.2373 -0.9809 1.3968 -1.9870 -0.34
C -0.0726 1.3489 0.1836 1.1297 1.2635 0.4533 -0.11
C 0.0033 -1.2999 -0.1494 0.0286 -0.0401 -0.3794 -0.21
C 0.0317 -0.5373 -1.2125 0.5377 -1.6990 -1.0287 -0.23
N -0.8802 -0.5200 0.6617 0.0677 2.0882 -1.8095 -0.27
N -0.7907 0.5717 -0.7915 -0.8012 -2.0725 2.4064 -0.30
H 0.3760 0.5630 2.1783 0.5402 -0.1464 1.6390 0.40
H 0.3694 2.3345 -0.0959 -0.4948 -0.9712 0.4899 0.32
H 0.5646 -2.1406 0.1512 0.1629 -0.9435 0.4208 0.37
H 0.4548 -0.8569 -2.1627 -0.1899 1.1242 -0.2048 0.35

=====

18
Properties=species:S:1:pos:R:3:forces:R:3:mulliken_charge:R:1 method="wB97M-V/def2-TZVPD" lumo_ev="0.3983 / 0.3986" e_above_lowest_kcal_mol=171.1 max_force_ev_per_a=6.0 e_homo_ev="-6.503 / -6.505" gap_ha="0.2536 / 0.2537"
C -1.6924 0.5547 1.0842 0.0905 -0.6759 0.0840 -0.75
N -1.3131 -0.1423 -0.1447 -2.7543 -1.1037 0.7894 -0.15
C -0.1509 -0.9748 -0.3600 -1.9302 0.5545 -2.2312 0.47
C 0.3661 0.2964 -0.7234 4.8612 -1.8424 2.9104 0.32
C 1.6076 0.2048 0.5939 1.0105 1.1115 -2.3656 -0.21
C 0.0296 -2.2634 -0.6467 -0.0581 0.7615 1.1373 -0.93
C 0.4259 1.2551 -1.6496 -0.1538 1.0113 -0.7669 -0.96
N 1.8774 1.1539 1.3728 -0.4056 0.2644 -0.2698 -0.55
H -2.0975 -0.5369 -0.6588 -0.0530 0.3265 0.1812 0.28
H 2.7718 1.0708 1.8626 -0.3137 -0.4059 0.1985 0.26
H 2.2666 -0.6617 0.4161 -0.1012 -0.1362 0.3700 0.33
H -0.8220 1.0849 1.4634 -0.0997 0.1269 0.1059 0.27
H -2.4911 1.2572 0.8449 0.1704 0.0334 -0.0099 0.30
H -2.0639 -0.1553 1.8286 0.0459 0.1564 0.1602 0.27
H 0.9566 -2.5815 -1.0960 0.0532 -0.0239 -0.1171 0.28
H -0.6519 -3.0124 -0.2741 -0.1899 -0.1135 -0.1328 0.29
H -0.3995 1.9215 -1.8430 -0.4976 -0.7556 -0.8914 0.25
H 1.3809 1.5290 -2.0701 0.3254 0.7107 0.8479 0.27